Record 1
The following is a quantum chemistry calculation of a 2-piece molecular cluster, CH4O2P overall in a non-equilibrium geometry, from the OMol25 dataset.

Summary:
Frontier orbital gap ... 6.99 eV
LUMO level ... 4.703 eV
HOMO ... -2.29 eV
Energy above the lowest of the compared OMol25 structures with the same formula, charge and spin ... 54.3 kcal/mol
DFT total energy ... -532.34323 a.u.

```
! wB97M-V def2-TZVPD RIJCOSX def2/J DEFGRID3
* xyz -1 1
C 0.432 -0.917 -0.812
O 0.071 0.531 2.486
O -0.808 1.780 0.456
P -0.826 0.272 1.357
H 1.216 -1.555 -0.441
H 1.053 -0.097 -1.254
H -0.466 -1.358 -1.385
H -0.670 1.344 -0.407
*
```

Record 2
The following is a quantum chemistry calculation of a single CH3INOP molecule in a non-equilibrium geometry, from the OMol25 dataset.

Summary:
Frontier orbital gap ... 9.83 eV
LUMO level ... 0.119 eV
HOMO ... -9.71 eV
Energy above the lowest of the compared OMol25 structures with the same formula, charge and spin ... 9.7 kcal/mol
DFT total energy ... -808.93067 a.u.
Structure (SMILES) ... O=C(I)NP

```
! wB97M-V def2-TZVPD RIJCOSX def2/J DEFGRID3
* xyz 0 1
C 1.550 -1.287 0.111
N 1.110 0.121 -0.096
O 0.846 -2.221 0.241
P -0.565 0.490 -0.255
I 3.682 -1.380 0.499
H 1.948 0.683 -0.095
H -1.222 -0.296 0.668
H -0.710 -0.160 -1.475
*
```

Record 3
The following is a quantum chemistry calculation of a 2-piece molecular cluster, H2N2O3S overall in a non-equilibrium geometry, from the OMol25 dataset.

Summary:
Frontier orbital gap (alpha / beta) ... 7.21 / 7.93 eV
LUMO level (alpha / beta) ... -0.546 / -2.883 eV
Expectation value of S² ... 2.007
HOMO (alpha / beta) ... -7.76 / -10.81 eV
Energy above the lowest of the compared OMol25 structures with the same formula, charge and spin ... 21.6 kcal/mol
DFT total energy ... -734.42953 a.u.

```
! wB97M-V def2-TZVPD RIJCOSX def2/J DEFGRID3
* xyz 0 3
N -0.264 0.586 -0.513
N 2.680 0.007 -0.011
O 2.045 -0.924 0.399
O 0.495 2.825 -0.361
O 3.851 0.008 -0.305
S 0.397 1.667 0.463
H 0.102 0.754 -1.445
H -0.129 -0.426 -0.512
*
```

Record 4
The following is a quantum chemistry calculation of C49H59BN7O2S4Sn as an isolated structure, from the OMol25 dataset.

Summary:
Frontier orbital gap ... 8.86 eV
LUMO level ... -6.733 eV
HOMO ... -15.60 eV
Energy above the lowest of the compared OMol25 structures with the same formula, charge and spin ... 1.8 kcal/mol
DFT total energy ... -4267.19790 a.u.

```
! wB97M-V def2-TZVPD RIJCOSX def2/J DEFGRID3
* xyz 3 1
Sn -0.732 0.333 -0.885
N 2.704 -0.135 -0.326
S 3.677 -0.798 0.689
N 5.251 -0.706 0.347
S 5.846 -0.329 -1.041
N 5.038 0.665 -1.959
S 3.631 0.124 -2.528
N 2.859 -0.850 -1.595
C 2.817 1.641 -2.889
C 1.739 1.563 -3.769
C 0.989 2.704 -3.990
C 1.312 3.887 -3.332
C 2.377 3.937 -2.442
C 3.143 2.805 -2.208
C 3.837 -0.756 -4.035
C 3.603 -2.126 -4.062
C 3.865 -2.809 -5.237
C 4.360 -2.130 -6.345
C 4.598 -0.762 -6.292
C 4.338 -0.059 -5.128
C 6.263 -1.799 -1.925
C 5.958 -3.040 -1.392
C 6.315 -4.167 -2.119
C 6.969 -4.032 -3.337
C 7.275 -2.773 -3.847
C 6.923 -1.638 -3.140
C 7.338 0.522 -0.702
C 8.154 -0.007 0.293
C 9.363 0.617 0.539
C 9.736 1.734 -0.203
C 8.906 2.240 -1.194
C 7.689 1.631 -1.460
C 3.392 -2.507 1.036
C 2.402 -3.188 0.344
C 2.179 -4.518 0.666
C 2.933 -5.133 1.656
C 3.922 -4.430 2.337
C 4.161 -3.103 2.031
C 3.514 0.038 2.216
C 2.398 -0.265 2.987
C 2.239 0.394 4.192
C 3.186 1.327 4.605
C 4.299 1.606 3.819
C 4.476 0.957 2.609
H 1.498 0.636 -4.274
H 0.161 2.674 -4.685
H 0.732 4.781 -3.520
H 2.618 4.859 -1.932
H 3.978 2.825 -1.523
H 3.228 -2.632 -3.183
H 3.684 -3.875 -5.288
H 4.562 -2.672 -7.260
H 4.980 -0.240 -7.158
H 4.515 1.009 -5.074
H 5.467 -3.129 -0.432
H 6.095 -5.149 -1.723
H 7.258 -4.916 -3.889
H 7.798 -2.677 -4.789
H 7.164 -0.651 -3.517
H 7.850 -0.877 0.861
H 10.017 0.232 1.309
H 10.686 2.214 -0.004
H 9.204 3.110 -1.763
H 7.025 2.012 -2.223
H 1.820 -2.688 -0.413
H 1.404 -5.070 0.152
H 2.743 -6.167 1.911
H 4.495 -4.914 3.116
H 4.916 -2.538 2.565
H 1.682 -1.020 2.681
H 1.387 0.160 4.815
H 3.062 1.829 5.555
H 5.036 2.322 4.156
H 5.344 1.148 1.994
C -6.296 2.785 1.301
C -5.335 1.644 0.979
C -4.185 1.605 1.975
S -2.927 0.363 1.606
O -2.626 0.632 0.101
C -3.925 -1.166 1.655
C -4.182 -1.785 0.290
C -4.842 -3.152 0.454
H -7.118 2.808 0.587
H -5.788 3.751 1.264
H -6.728 2.672 2.295
H -4.921 1.764 -0.024
H -5.872 0.693 0.997
H -4.516 1.379 2.992
H -3.643 2.552 2.008
H -4.858 -0.902 2.155
H -3.369 -1.845 2.302
H -3.237 -1.887 -0.244
H -4.817 -1.124 -0.303
H -4.199 -3.830 1.017
H -5.038 -3.605 -0.519
H -5.793 -3.073 0.981
B -0.625 -2.793 2.666
C -0.646 -2.108 1.275
N -0.659 -1.575 0.241
H -0.067 -3.855 2.526
H -1.777 -2.913 3.010
H -0.013 -2.039 3.389
C -2.990 -1.971 -3.337
N -3.812 -0.774 -3.224
C -5.238 -0.952 -3.517
C -6.061 0.116 -2.831
C -5.468 1.471 -3.152
N -4.050 1.495 -2.778
C -3.450 2.785 -2.463
C -3.287 0.396 -2.848
O -2.021 0.494 -2.623
H -3.139 -2.626 -2.475
H -1.943 -1.704 -3.418
H -3.282 -2.511 -4.237
H -5.527 -1.947 -3.175
H -5.388 -0.918 -4.599
H -6.055 -0.040 -1.751
H -7.094 0.065 -3.170
H -5.972 2.257 -2.589
H -5.581 1.702 -4.214
H -4.234 3.449 -2.106
H -2.988 3.240 -3.341
H -2.706 2.679 -1.680
*
```

Record 5
The following is a quantum chemistry calculation of a 2-piece molecular cluster, C34H36BClO4S overall in a non-equilibrium geometry, from the OMol25 dataset.

Summary:
Frontier orbital gap ... 2.44 eV
LUMO level ... -3.710 eV
HOMO ... -6.15 eV
Energy above the lowest of the compared OMol25 structures with the same formula, charge and spin ... 32.8 kcal/mol
DFT total energy ... -2501.35482 a.u.

```
! wB97M-V def2-TZVPD RIJCOSX def2/J DEFGRID3
* xyz 0 1
C -6.828 3.323 4.457
C -5.798 3.172 3.410
C -5.266 2.008 2.965
C -4.279 2.186 1.949
C -4.061 3.474 1.628
B -3.027 4.035 0.550
C -3.793 4.275 -0.837
C -3.866 3.251 -1.753
C -4.538 3.433 -2.940
C -5.144 4.650 -3.206
Cl -5.982 4.888 -4.699
C -5.077 5.676 -2.277
C -4.401 5.483 -1.094
O -2.458 5.340 1.039
C -1.113 5.022 1.411
C -0.222 6.257 1.249
C -1.117 4.565 2.872
C -0.719 3.821 0.441
C -0.394 4.345 -0.961
C 0.436 2.965 0.970
O -1.915 3.038 0.354
S -5.083 4.510 2.557
H -7.146 2.354 4.843
H -6.446 3.911 5.294
H -7.707 3.835 4.063
H -5.559 1.041 3.346
H -3.746 1.371 1.484
H -3.386 2.315 -1.531
H -4.601 2.642 -3.667
H -5.557 6.616 -2.495
H -4.338 6.268 -0.363
H 0.819 6.023 1.470
H -0.287 6.656 0.239
H -0.551 7.042 1.927
H -0.110 4.338 3.221
H -1.532 5.348 3.506
H -1.737 3.678 2.988
H 0.525 4.930 -0.967
H -0.277 3.514 -1.655
H -1.209 4.971 -1.322
H 1.342 3.559 1.091
H 0.182 2.514 1.927
H 0.648 2.153 0.276
C 3.627 -3.193 -3.432
C 2.814 -2.877 -2.164
C 3.606 -1.796 -1.505
C 4.748 -1.563 -2.300
O 4.792 -2.366 -3.433
C 5.662 -0.578 -1.910
C 5.440 0.153 -0.774
C 4.287 -0.051 0.030
C 3.964 0.730 1.168
C 4.792 1.553 1.967
C 4.183 2.429 2.899
C 4.950 3.224 3.706
C 6.359 3.195 3.635
O 6.958 4.121 4.481
C 5.919 4.863 5.126
C 4.570 4.245 4.726
C 6.975 2.288 2.764
C 6.209 1.485 1.961
C 3.371 -1.054 -0.378
H 3.960 -4.237 -3.464
H 3.060 -2.993 -4.349
H 1.802 -2.530 -2.397
H 2.721 -3.749 -1.508
H 6.521 -0.396 -2.532
H 6.129 0.940 -0.525
H 2.927 0.702 1.460
H 3.113 2.474 2.974
H 6.097 4.826 6.207
H 5.998 5.909 4.807
H 3.880 4.978 4.297
H 4.066 3.777 5.579
H 8.049 2.215 2.766
H 6.694 0.725 1.375
H 2.496 -1.245 0.214
*
```